{"formula": "C34H64Br6Cl4O8P", "method": "ωB97M-V/def2-TZVPD", "total_charge": -1, "lumo_energy_ev": 0.42, "homo_lumo_gap_ha": 0.07493, "energy_ha": -19561.8562, "homo_energy_ha": -0.0597, "elements": ["C", "C", "C", "C", "P", "C", "C", "C", "C", "C", "C", "C", "C", "C", "C", "C", "C", "H", "H", "H", "H", "H", "H", "H", "H", "H", "H", "H", "H", "H", "H", "H", "H", "H", "H", "H", "H", "H", "H", "H", "H", "H", "H", "H", "H", "H", "H", "H", "H", "H", "H", "H", "H", "O", "C", "C", "O", "H", "H", "H", "H", "O", "C", "O", "C", "C", "C", "H", "H", "H", "H", "H", "H", "O", "C", "O", "C", "C", "C", "H", "H", "H", "H", "H", "H", "O", "C", "O", "C", "C", "C", "H", "H", "H", "H", "H", "H", "C", "Cl", "Cl", "H", "H", "C", "Cl", "Cl", "H", "H", "C", "Br", "Br", "Br", "H", "C", "Br", "Br", "Br", "H"], "xyz": [[4.5963, 3.0273, 2.1594], [3.3432, 2.7771, 3.0003], [2.0888, 2.7031, 2.0689], [1.7163, 1.2691, 1.7063], [-0.0203, 1.0157, 1.1012], [0.0297, -0.4894, 0.0390], [0.1397, -1.8029, 0.8721], [1.0540, -2.8719, 0.2785], [1.0171, -4.1977, 1.0394], [-1.0091, 0.7383, 2.5808], [-1.0661, 1.8963, 3.5667], [-1.9675, 1.6873, 4.7910], [-1.9528, 2.8793, 5.7705], [-0.5356, 2.5348, 0.2528], [0.3417, 2.9014, -0.9534], [-0.2482, 4.1568, -1.6034], [0.2262, 4.3290, -3.0420], [5.4909, 3.2132, 2.7532], [4.5224, 3.8453, 1.4391], [4.7085, 2.1303, 1.5449], [3.2562, 3.5927, 3.7189], [3.4112, 1.8221, 3.5192], [2.2102, 3.2737, 1.1518], [1.2218, 3.0723, 2.6175], [1.8708, 0.4840, 2.4462], [2.2659, 0.9181, 0.8235], [0.9540, -0.3723, -0.5338], [-0.8605, -0.4012, -0.5944], [-0.8496, -2.1964, 1.1058], [0.4384, -1.5221, 1.8903], [2.0737, -2.5081, 0.1411], [0.6414, -3.0637, -0.7158], [0.0432, -4.4562, 1.4672], [1.7164, -4.3027, 1.8706], [1.1604, -5.0442, 0.3636], [-0.6136, -0.1182, 3.1348], [-2.0227, 0.4734, 2.2601], [-1.5221, 2.7439, 3.0458], [-0.0877, 2.1877, 3.9539], [-1.8426, 0.6746, 5.1928], [-3.0182, 1.5089, 4.5356], [-1.7018, 3.8316, 5.3007], [-1.2613, 2.7437, 6.6027], [-2.9606, 3.0200, 6.1603], [-0.5505, 3.3290, 1.0016], [-1.5633, 2.3150, -0.0745], [0.3150, 2.0494, -1.6388], [1.4000, 3.0488, -0.7245], [-0.0527, 5.0390, -0.9919], [-1.3291, 3.9999, -1.6434], [-0.1689, 3.5216, -3.6584], [1.3205, 4.2758, -3.0409], [0.0161, 5.2922, -3.5075], [-6.6618, -0.7291, -0.2418], [-5.3958, -0.5300, -0.7260], [-4.3167, 0.2759, 0.0871], [-3.0339, 0.5399, -0.3885], [-5.3959, -0.1805, -1.7811], [-4.9660, -1.5615, -0.7888], [-4.3233, -0.2496, 1.0647], [-4.8284, 1.2213, 0.3558], [-1.4808, -6.9233, 1.9939], [-1.5776, -7.7664, 1.1512], [-1.6875, -9.0917, 1.4624], [-1.6430, -9.9479, 0.3166], [-0.8851, -9.0807, -0.6690], [-1.0215, -7.6440, -0.2555], [-2.6478, -10.2587, 0.0291], [-1.0348, -10.8214, 0.5477], [-1.1996, -9.3463, -1.6836], [0.1635, -9.3857, -0.6801], [-1.7417, -7.0508, -0.8224], [-0.0427, -7.1812, -0.3383], [4.6385, -1.3455, -0.8585], [4.7711, -0.3037, -1.4395], [4.3998, -0.2554, -2.7417], [4.6461, 1.0119, -3.3342], [5.6875, 1.6264, -2.3598], [5.2824, 1.0311, -1.0027], [3.8380, 1.7108, -3.5540], [5.1824, 0.9946, -4.2852], [5.5869, 2.7126, -2.3960], [6.7082, 1.3836, -2.6492], [4.5186, 1.6725, -0.5637], [6.1577, 1.0256, -0.3578], [-2.2232, 1.4578, -6.6696], [-2.6877, 1.8497, -5.6207], [-3.1939, 1.0316, -4.7261], [-3.3971, 1.6778, -3.4243], [-3.7940, 3.0704, -3.9485], [-2.8884, 3.2880, -5.1588], [-2.5472, 1.5992, -2.7442], [-4.1898, 1.1734, -2.8725], [-3.4499, 3.8475, -3.2608], [-4.8413, 3.1761, -4.2183], [-1.9890, 3.7688, -4.7765], [-3.3959, 3.8913, -5.9076], [-2.5277, -2.3159, -2.8246], [-3.9489, -2.7061, -3.8065], [-1.2758, -3.5415, -3.0554], [-2.2128, -1.3333, -3.1674], [-2.7165, -2.1853, -1.7614], [-3.5334, -3.6023, 0.8151], [-3.3600, -4.8711, -0.4345], [-2.9654, -3.9918, 2.4451], [-3.1708, -2.6613, 0.4043], [-4.5916, -3.4084, 0.9736], [4.0217, -2.5816, 4.0455], [2.2090, -2.9078, 4.7877], [3.9134, -1.1526, 2.6727], [4.8175, -4.1303, 3.1877], [4.5788, -2.2691, 4.9182], [3.0655, 7.5225, -0.5532], [3.3213, 5.5885, -0.3846], [1.4108, 7.8599, -1.5563], [4.5694, 8.3906, -1.4489], [2.9111, 7.9380, 0.4336]], "forces_ev_per_a": [[-0.05, -0.71, -0.26], [-0.30, 0.78, -1.10], [-0.14, -0.63, 1.38], [-0.60, -0.62, -1.57], [0.17, -0.32, 0.20], [0.17, 0.35, 0.55], [-0.15, 0.83, 0.90], [-0.82, -0.12, -0.21], [-0.37, -0.66, 0.15], [-0.47, -0.32, 0.63], [-0.87, 0.73, 0.11], [-0.91, -0.65, -0.28], [-0.03, -0.52, 0.12], [0.36, -0.58, 0.07], [-0.49, -0.08, 0.03], [-0.40, -0.39, -0.61], [0.87, 0.08, 0.28], [0.03, -0.26, 0.02], [-0.32, 0.16, 0.32], [0.55, -0.01, 0.08], [-0.29, -0.12, 0.13], [0.19, 0.13, 0.25], [0.03, 0.23, 0.15], [0.16, 0.53, -0.09], [0.02, 0.42, 0.35], [0.39, 0.06, 0.12], [-0.07, 0.02, -0.28], [-0.17, -0.19, 0.01], [-0.21, -0.15, -0.57], [0.62, -0.19, 0.00], [0.03, 0.06, 0.07], [0.21, -0.01, -0.14], [-0.19, 0.52, -0.02], [0.21, 0.25, -0.12], [0.48, 0.12, -0.09], [0.14, -0.20, -0.36], [-0.01, 0.02, -0.25], [0.38, 0.26, -0.01], [0.14, -0.03, -0.21], [0.95, 0.34, 0.74], [0.04, 0.60, -0.86], [0.12, -0.16, -0.32], [-0.01, -0.02, 0.03], [0.09, -0.05, 0.27], [-0.02, 0.04, 0.01], [-0.19, -0.15, 0.02], [-0.11, 0.14, -0.25], [0.01, 0.08, 0.21], [0.05, 0.00, 0.03], [-0.08, 0.21, 0.22], [0.12, 0.05, -0.08], [0.05, -0.19, -0.21], [-0.42, -0.01, 0.15], [0.83, 1.11, 0.31], [-0.39, -1.49, 0.04], [-0.89, 0.77, 0.76], [0.71, -0.45, -0.31], [0.17, 0.41, -0.27], [0.85, -0.28, -0.44], [0.25, -0.29, 0.25], [-0.16, 0.26, -0.09], [-1.15, -0.18, 0.06], [3.40, 0.07, 0.60], [-1.28, -0.25, 0.82], [0.61, 0.81, 0.33], [0.25, -1.38, -2.07], [-1.26, -0.18, -0.62], [-0.01, 0.17, -0.07], [-0.29, -0.08, 0.31], [-0.18, 0.46, -0.04], [0.05, 0.13, 0.33], [0.19, -0.11, -0.27], [-0.23, 0.50, 0.64], [0.28, 0.64, 0.41], [-0.72, -1.31, 0.14], [-0.71, 0.35, -1.06], [2.46, 1.17, 0.19], [-0.99, 0.98, -0.15], [1.07, 1.03, -0.88], [-0.81, -0.66, 0.76], [-0.31, -1.08, -0.18], [0.21, 0.03, 0.19], [-0.05, -0.26, 0.06], [-0.24, -0.35, 0.12], [-0.30, -0.49, 0.36], [-0.15, 0.36, 0.49], [0.46, 0.44, -1.35], [0.40, -1.51, 1.29], [-1.35, 0.65, -1.02], [1.22, 0.92, 1.12], [-0.65, -0.59, 0.46], [0.35, 0.15, -0.41], [-0.05, -0.18, -0.30], [-0.90, -0.01, 0.46], [-0.07, -0.21, 0.31], [0.25, -0.12, -0.64], [0.43, -0.01, -0.27], [-0.27, 0.79, -0.18], [-0.01, -0.04, 0.46], [0.40, 0.03, 0.00], [0.39, -0.23, -0.20], [-0.57, -0.38, -0.09], [-1.39, 0.53, -0.14], [0.10, 0.24, 0.58], [0.55, -0.03, -0.31], [0.60, -0.12, 0.27], [-0.09, -0.26, -0.39], [-1.05, 0.09, -0.66], [0.84, -0.01, -0.48], [0.29, -0.70, 0.92], [-0.29, 0.35, 0.58], [0.34, 0.09, -0.35], [-0.37, -0.26, -0.92], [0.02, 0.73, -0.01], [0.53, -0.06, 0.37], [-0.49, -0.36, 0.51], [0.25, -0.02, -0.04]], "lowdin_charge": [-0.11, -0.23, -0.23, -0.30, 1.05, -0.22, -0.23, -0.24, -0.09, -0.26, -0.26, -0.26, -0.10, -0.26, -0.25, -0.26, -0.11, 0.08, 0.00, 0.04, 0.10, 0.08, 0.05, 0.08, 0.01, 0.07, 0.08, 0.07, 0.09, 0.07, 0.09, 0.08, 0.06, 0.03, 0.06, 0.10, 0.11, 0.11, 0.10, 0.11, 0.11, 0.07, 0.06, 0.07, 0.09, 0.08, 0.12, 0.07, 0.08, 0.10, 0.06, 0.06, 0.06, -0.41, -0.54, -0.46, -0.38, 0.06, 0.05, 0.06, 0.07, 0.09, -0.46, 0.01, -0.16, -0.18, -0.08, 0.12, 0.12, 0.12, 0.11, 0.08, 0.12, 0.10, -0.48, 0.04, -0.15, -0.15, -0.08, 0.12, 0.12, 0.11, 0.11, 0.10, 0.13, 0.08, -0.51, 0.02, -0.10, -0.15, -0.08, 0.10, 0.10, 0.10, 0.12, 0.09, 0.12, -1.04, 0.51, 0.47, 0.01, -0.01, -0.99, 0.54, 0.52, 0.00, 0.03, -1.50, 0.54, 0.61, 0.57, -0.03, -1.54, 0.61, 0.56, 0.55, -0.02]}